{"formula": "C42H40AsF6N5O4PPt", "method": "wB97M-V/def2-TZVPD", "e_above_lowest_kj_mol": 127.3, "homo_ev": [-13.30, -13.56], "total_energy_ha": -5494.48614, "homo_lumo_gap_ev": [4.00, 4.31], "spin_multiplicity": 2, "charge": 2, "species": ["Pt", "C", "C", "C", "C", "C", "C", "C", "C", "N", "C", "O", "C", "C", "C", "C", "C", "N", "C", "O", "N", "C", "C", "C", "C", "C", "C", "C", "C", "H", "H", "H", "H", "H", "H", "H", "H", "H", "H", "H", "H", "H", "H", "H", "H", "H", "H", "H", "H", "H", "O", "As", "C", "C", "C", "C", "C", "C", "C", "C", "C", "C", "C", "C", "C", "C", "C", "C", "C", "C", "H", "H", "H", "H", "H", "H", "H", "H", "H", "H", "H", "H", "H", "H", "H", "F", "P", "F", "F", "F", "F", "F", "N", "C", "N", "O", "H", "H", "H", "H"], "coordinates": [[1.03668, -0.02130, 1.22999], [1.37109, 3.06673, -0.96444], [0.21179, 3.57302, -0.21446], [-0.52056, 4.62890, -0.71709], [-1.48026, 5.25243, 0.05666], [-1.76294, 4.80237, 1.35743], [-1.07537, 3.76551, 1.92796], [-1.48307, 3.33427, 3.30870], [-0.04352, 3.10513, 1.13234], [0.67869, 2.08419, 1.69297], [1.26879, 2.40854, 2.91565], [1.41486, 3.53008, 3.34161], [1.84055, 1.24624, 3.65547], [2.26848, 1.34686, 4.96745], [2.74924, 0.21390, 5.61198], [2.77362, -0.98823, 4.91550], [2.34646, -0.99759, 3.60145], [1.92035, 0.09983, 2.98919], [2.29029, -2.23522, 2.77705], [2.56727, -3.32079, 3.22820], [1.85043, -2.03609, 1.45462], [2.28425, -2.99618, 0.59723], [3.64871, -3.54168, 0.69559], [4.72773, -2.90812, 1.51438], [3.96391, -4.65169, -0.05855], [3.02913, -5.21972, -0.90615], [1.73600, -4.68759, -1.03206], [1.35736, -3.58541, -0.31896], [-0.04057, -3.09944, -0.33505], [1.35823, 3.41747, -1.99426], [1.42142, 1.98583, -0.96048], [2.29036, 3.42532, -0.49534], [-0.29606, 5.00307, -1.70625], [-2.02085, 6.10280, -0.33707], [-2.54561, 5.29097, 1.92172], [-2.52353, 3.60434, 3.47645], [-0.87669, 3.83750, 4.05872], [-1.38003, 2.25883, 3.45731], [2.20850, 2.31584, 5.44252], [3.08049, 0.26371, 6.63932], [3.11153, -1.91884, 5.34948], [4.54040, -1.86253, 1.72311], [5.66532, -2.97191, 0.96449], [4.84766, -3.44688, 2.45550], [4.96315, -5.05965, -0.01426], [3.30014, -6.09051, -1.48815], [1.02481, -5.17439, -1.68543], [-0.60810, -3.60066, -1.11338], [-0.08139, -2.02221, -0.52046], [-0.50928, -3.30109, 0.62995], [-0.53102, 0.50339, -0.22885], [-1.43018, 0.10021, -1.65433], [-1.96067, 1.75066, -2.43811], [-1.69161, 2.04790, -3.76982], [-2.17946, 3.22710, -4.31957], [-2.94841, 4.08609, -3.55044], [-3.22827, 3.78215, -2.22310], [-2.72786, 2.61965, -1.66336], [-0.50851, -0.92985, -2.94892], [-1.04809, -2.14469, -3.36423], [-0.39194, -2.88398, -4.33618], [0.78936, -2.40786, -4.88729], [1.31800, -1.18879, -4.48320], [0.66869, -0.44192, -3.51555], [-3.07886, -0.73936, -1.16118], [-4.25893, -0.35963, -1.79763], [-5.45825, -0.96243, -1.44046], [-5.48268, -1.93588, -0.45476], [-4.30871, -2.31035, 0.18640], [-3.10852, -1.71267, -0.16384], [-1.12502, 1.36394, -4.38747], [-1.97323, 3.46204, -5.35389], [-3.34386, 4.99225, -3.98926], [-3.84393, 4.44685, -1.63235], [-2.95061, 2.38630, -0.62726], [-1.98729, -2.49847, -2.95665], [-0.80818, -3.82378, -4.67158], [1.30026, -2.98692, -5.64465], [2.24084, -0.82664, -4.91213], [1.09939, 0.49383, -3.18413], [-4.25207, 0.38674, -2.58014], [-6.37155, -0.67347, -1.94095], [-6.41756, -2.40839, -0.18662], [-4.32817, -3.06880, 0.95684], [-2.20585, -1.98247, 0.36301], [2.08670, 0.02027, -1.24849], [3.76802, -0.07836, -1.28853], [5.33866, -0.24629, -1.19828], [3.87710, 1.51189, -1.25296], [3.64641, -0.07106, 0.37750], [3.72565, -0.07326, -2.87739], [3.58624, -1.68485, -1.28106], [-2.41641, -1.09830, 3.81835], [-1.73532, -0.47230, 2.85031], [-2.29202, 0.55467, 2.19954], [-0.56499, -0.86228, 2.58590], [-3.35183, -0.83891, 4.07987], [-1.95855, -1.83939, 4.32111], [-3.27482, 0.74840, 2.29739], [-1.80187, 0.84103, 1.35027]], "atomic_forces_ev_per_a": [[-2.1, 1.8, 1.1], [0.1, -0.3, -0.2], [0.1, -0.2, 0.3], [0.1, 0.2, 0.2], [0.0, -0.1, 0.2], [0.0, 0.2, -0.2], [0.1, -0.3, -0.2], [0.2, -0.1, 0.0], [-0.9, -0.3, 0.2], [0.9, 0.2, -1.1], [0.5, 0.2, 0.8], [-0.2, -0.4, -0.3], [0.0, 0.3, 0.0], [0.0, 0.0, -0.1], [-0.1, -0.1, -0.2], [0.0, 0.2, 0.0], [0.0, -0.4, -0.2], [0.1, -0.3, 0.0], [-0.1, -0.3, -0.5], [-0.2, 0.3, 0.2], [0.3, 0.0, 0.2], [0.4, -0.5, 0.2], [-0.3, 0.1, 0.0], [0.1, -0.1, -0.2], [-0.1, 0.2, 0.0], [0.1, -0.1, -0.1], [0.0, 0.2, 0.0], [0.2, 0.0, -0.2], [-0.3, 0.2, 0.0], [0.0, 0.0, 0.0], [0.0, -0.1, 0.0], [0.1, 0.0, 0.0], [0.0, 0.0, 0.0], [0.0, 0.0, 0.0], [0.0, 0.0, 0.0], [0.0, 0.0, 0.0], [0.0, 0.1, 0.0], [0.1, 0.2, 0.0], [0.0, 0.0, 0.0], [0.0, 0.0, 0.0], [0.0, 0.0, 0.0], [0.0, 0.2, 0.0], [0.0, 0.0, 0.0], [0.0, 0.0, 0.0], [0.1, 0.0, 0.0], [0.0, 0.0, 0.0], [0.0, 0.0, 0.0], [-0.1, 0.0, 0.0], [0.1, -0.1, 0.1], [0.0, 0.0, 0.1], [0.0, -0.9, -0.2], [0.4, 0.3, 0.4], [0.0, 0.2, 0.1], [0.0, 0.0, 0.0], [0.0, -0.1, 0.0], [0.0, 0.1, 0.0], [0.0, -0.1, -0.1], [-0.1, -0.1, -0.1], [0.1, -0.1, -0.2], [-0.1, 0.0, -0.1], [0.0, 0.0, 0.0], [0.0, 0.0, 0.0], [0.0, -0.1, 0.0], [0.0, 0.1, 0.1], [0.0, -0.1, 0.2], [0.0, -0.1, -0.1], [0.1, 0.0, -0.1], [0.0, 0.0, 0.0], [0.0, 0.0, 0.0], [0.0, 0.1, 0.1], [0.0, 0.0, 0.0], [0.0, 0.0, 0.0], [0.0, 0.0, 0.0], [0.0, 0.0, 0.0], [0.0, 0.0, 0.0], [0.0, 0.0, 0.0], [0.0, 0.0, 0.0], [0.0, 0.0, 0.0], [0.0, 0.0, 0.0], [-0.1, 0.0, -0.1], [0.0, 0.1, 0.0], [0.0, 0.0, 0.0], [0.0, 0.0, 0.0], [0.0, 0.0, 0.0], [0.1, 0.0, 0.0], [0.2, 0.2, 0.1], [0.2, -0.2, 0.2], [-0.1, 0.1, 0.0], [-0.2, 0.1, 0.0], [0.1, 0.0, 0.0], [0.0, 0.1, -0.1], [0.0, 0.0, 0.1], [0.1, 0.0, 0.0], [-0.2, 0.2, -0.2], [0.1, -0.2, -0.3], [0.6, -0.2, -0.1], [0.0, 0.0, 0.0], [0.0, 0.0, 0.0], [0.0, 0.0, -0.1], [-0.2, -0.1, 0.0]], "mulliken_spin": [0.0045, 0.0016, 0.0057, -0.0027, 0.0135, 0.0015, 0.0020, -0.0018, 0.0248, -0.0241, -0.0037, -0.0146, 0.0061, 0.0011, -0.0001, -0.0009, -0.0150, 0.0090, -0.0254, 0.0847, 0.1931, 0.2042, 0.1352, 0.0004, -0.0308, 0.1506, 0.0860, 0.1288, 0.0107, 0.0003, -0.0019, 0.0014, 0.0004, -0.0004, 0.0001, 0.0003, 0.0007, -0.0005, 0.0000, -0.0001, -0.0002, -0.0064, 0.0061, 0.0123, 0.0072, -0.0080, 0.0013, -0.0039, 0.0167, 0.0056, -0.0007, -0.0085, 0.0004, 0.0029, -0.0016, 0.0007, -0.0007, 0.0026, 0.0005, 0.0000, -0.0003, 0.0003, 0.0001, -0.0010, -0.0015, 0.0008, 0.0000, 0.0000, 0.0001, 0.0039, 0.0002, -0.0001, 0.0002, 0.0000, -0.0019, -0.0001, 0.0000, -0.0001, 0.0000, 0.0006, 0.0000, -0.0001, 0.0000, 0.0000, -0.0017, 0.0053, 0.0031, 0.0005, 0.0003, 0.0067, 0.0004, 0.0097, 0.0003, -0.0009, 0.0011, 0.0050, 0.0002, -0.0003, 0.0001, -0.0019]}